282
Properties=species:S:1:pos:R:3:lowdin_charge:R:1 method="wB97M-V/def2-TZVPD" homo_lumo_gap_ev=7.89 e_tot_ha=-7688.868522 e_lumo_ev=-1.26 max_force_ev_per_a=3.76
O -7.90443 4.01042 -0.28710 0.0881
H -2.99358 -3.95829 -10.16768 0.1130
O 1.73231 9.03088 1.51840 0.0958
C 1.98583 -1.19222 1.01849 -0.0878
C 7.14541 -0.71594 0.18658 -0.1571
C 1.49539 1.01454 -4.89113 -0.0591
C -0.54804 8.47086 6.33813 -0.0084
C 6.86885 -4.53051 2.89009 -0.2168
C 0.87931 -8.50317 -0.70211 -0.1503
C 3.70127 6.96187 5.63402 -0.0584
C -6.50903 7.03851 1.15600 -0.0790
C 2.73487 4.95389 -1.38477 -0.0455
N 0.53665 -7.23536 -0.77345 0.0510
H -1.81665 -1.20977 1.53472 0.1038
H 1.34046 8.02565 -0.79198 0.1204
H -1.52180 -0.72772 8.46869 0.1158
H -2.98403 -7.25871 -6.33263 0.1220
C 2.69333 8.43698 4.14942 -0.0002
C -5.14953 3.41919 -0.74586 0.0165
H 2.90611 8.76053 6.27250 0.1158
C -5.01944 -1.25127 -8.04978 -0.1054
H -2.28275 1.08043 0.82991 0.0874
H 7.73071 1.85268 2.32813 0.0920
C -5.24608 -0.42870 -1.70793 -0.0357
H -8.42661 9.70942 1.82066 0.1096
C -1.81762 -3.76786 6.07625 -0.0323
C 8.36926 -7.83951 4.03607 -0.0105
N -7.53295 0.22717 -1.41170 0.0674
C 2.23044 7.93036 1.72075 -0.2582
C 2.47644 1.86791 -5.34580 -0.0691
C -1.76571 -4.03668 7.41091 -0.0787
H -5.86564 0.34979 1.51847 0.1035
H -8.18820 -2.37219 0.97246 0.1182
C -0.41903 7.32994 5.58880 -0.1090
H -3.23260 2.37371 -5.30688 0.1188
C 3.48748 6.35035 3.33599 -0.0883
H 4.42184 -2.03432 3.26795 0.1005
H -10.35555 -2.18249 -0.54801 0.1033
H 2.29483 -10.08351 -0.22878 0.0980
C 8.11999 -6.47669 4.04162 -0.1004
H 1.31153 -5.30695 -0.72809 0.0887
C -6.86586 8.29334 1.59814 -0.0083
C -0.98595 -1.24316 -9.35943 -0.0438
O -0.17521 -2.33374 -5.47669 0.0620
C -2.80937 3.10274 -8.64366 -0.0624
C 2.78856 -6.76340 -0.19434 -0.0504
C 0.32026 0.86829 -5.67048 -0.0616
C -1.97255 -5.41057 -6.37643 -0.0748
C 1.06778 2.72727 3.93620 -0.0504
H 6.05217 -4.97921 -1.56796 0.1030
C -1.59307 -1.42388 6.44235 -0.0831
H 3.11704 3.12226 -6.87235 0.0962
H -5.89446 2.80513 -1.25283 0.1164
C -5.06176 6.62496 1.28023 -0.2550
C -4.66853 -4.62086 -1.34255 -0.0881
C -1.66196 -2.97138 8.30263 -0.0459
H 8.95545 -8.18961 4.86972 0.1198
H -10.16642 8.31366 0.87158 0.1079
H -1.38542 -5.68964 -1.15801 0.0675
H 6.37760 -1.10557 -0.45978 0.0937
C 3.01628 5.64700 0.93663 -0.0894
H -1.97074 -4.60097 5.40275 0.1213
O 0.45807 6.15472 7.44349 0.1047
C 9.23655 -0.85759 0.97201 -0.1661
C -1.76351 -7.02938 -4.57371 -0.0428
C -7.15409 -4.04754 -1.71779 -0.0986
C 1.20222 2.67585 5.29802 -0.0639
H 9.97408 0.57422 2.39015 0.1024
C -1.87939 -2.09219 -10.09889 -0.0171
H -0.55531 0.23810 -5.49413 0.0906
H 1.04245 3.77101 7.19392 0.1291
O -3.30988 -5.69966 -8.38758 0.1017
C -9.37202 -3.23941 -2.13059 -0.0383
C -2.78130 3.31665 -7.26131 -0.0408
C -9.44385 -2.65979 -0.85014 -0.0458
H -0.61524 -0.29689 -9.69171 0.1044
C -1.36038 9.66346 4.51746 -0.0534
C 1.12479 1.09203 0.27884 -0.2586
H -6.54038 -4.18841 -8.42643 0.1188
C -0.82513 -3.13879 -6.15462 -0.2660
H -1.94972 -7.99432 -4.12210 0.1118
H -1.82873 -5.06415 7.79337 0.1173
C -2.39435 -4.43885 0.27758 -0.0554
H 2.93724 4.27556 -2.22772 0.1120
C 9.14003 0.28332 1.77426 -0.0689
H -2.35872 4.26558 -6.94453 0.1105
H -1.28491 8.58519 2.61334 0.1242
H -4.55224 -0.79340 -2.44712 0.0709
C -8.26218 -4.00852 -2.51883 -0.0126
C 2.30738 2.46943 -6.60938 -0.1674
C 7.23026 2.47356 5.20787 -0.1963
H 6.30165 -6.35677 1.19375 0.1051
C 5.18852 -4.50993 -2.01196 -0.0851
C -6.00494 0.20684 0.47205 -0.0674
C -3.26094 1.92109 -9.17822 -0.0146
C -1.36998 0.50287 -2.54704 -0.0755
C -2.30102 -5.17869 -0.88292 -0.0311
C -1.84724 -0.78047 3.61541 -0.0462
H 8.96539 -1.32281 6.74150 0.0931
H 2.28749 -2.57096 -3.44348 0.1005
C -4.67641 5.35429 0.55390 -0.0660
C -5.99038 -3.41170 0.45269 -0.2646
N 3.52857 -2.76391 -1.77828 0.0951
C -0.65493 -4.89599 -4.43475 0.0010
H -0.07758 -4.14975 -3.91435 0.1039
C -7.04479 4.86545 -0.04166 -0.2467
H -2.32969 3.82494 -9.28449 0.1085
H 3.32019 -4.14174 -4.78739 0.0964
H -3.26794 1.60601 -10.20765 0.1199
C -2.33477 -3.34709 -9.57790 0.0009
H 3.37768 1.99648 -4.76143 0.0981
O 4.26911 4.20841 2.42080 0.0525
C -5.61846 4.55520 -0.13743 -0.0914
C 6.90024 0.42784 0.95435 -0.0635
C -1.48693 -0.87204 -2.51980 -0.0523
H 0.10767 -9.20449 -0.99586 0.1020
H 5.21648 1.77996 5.46914 0.0898
C -2.89180 3.90857 -0.15236 -0.0699
H -5.62739 -2.31303 -9.74540 0.1255
C 8.53403 -1.98938 6.01928 -0.0425
C -4.29662 0.06054 -6.03022 -0.2390
H 5.37874 -5.45955 -3.91807 0.1110
C -1.70746 -2.48944 5.55382 -0.0806
C -8.19025 8.69934 1.48755 -0.0792
H -1.60767 -4.38441 1.02356 0.0987
H 5.89503 0.48671 7.60122 0.1092
C -2.15756 0.88283 1.87904 -0.0401
C 2.89219 -1.96602 1.72076 0.0064
C 2.12294 0.22443 1.03311 -0.0705
H -1.81574 3.77166 -0.13192 0.1097
H -1.93781 1.06907 -3.28717 0.1010
C -0.33089 6.23873 3.35333 -0.2148
H -1.70294 -3.27000 9.33893 0.0981
C 7.10860 -8.22992 2.06688 -0.0499
H -1.77998 10.56142 4.04699 0.1147
C -4.97205 -1.16425 -6.66744 -0.0883
N 8.49132 2.52390 5.55326 0.0729
C 0.20239 4.95291 4.05915 -0.0603
C 1.82413 7.07561 -0.60687 0.0098
H 2.23177 9.38209 3.90300 0.1215
C 3.89267 -0.01239 2.66399 -0.0511
C -2.57908 -5.02347 -7.68896 -0.2547
H 9.19473 -3.85470 6.85971 0.1201
C 8.45273 -5.61272 5.18297 -0.2548
C -0.73454 -1.63966 -1.63310 -0.0041
C 0.17169 -1.03320 -0.80614 -0.0814
H -3.45533 2.18163 -1.29205 0.0920
H -0.39072 2.22869 -1.59312 0.1196
H 4.64346 0.59737 3.17387 0.1008
C -0.48988 1.13861 -1.67657 -0.0209
H -8.09089 0.86151 0.46791 0.1076
H 4.86622 -3.18440 -0.32706 0.0815
H -8.20562 -4.51906 -3.46763 0.1127
C 2.83523 7.55939 3.06605 -0.0686
H 10.18967 -1.37476 0.99230 0.1022
H -2.60512 5.67711 0.92480 0.1026
O 0.93929 -3.09618 0.21024 0.0778
H 8.15244 -9.75191 3.26659 0.1160
C -3.78892 1.15070 -6.91489 -0.1030
C -5.04764 -0.32865 -0.30364 -0.1008
C 3.07775 -8.11316 0.01821 -0.0802
C 8.67638 -3.34919 6.06898 -0.0212
H 1.61645 0.48471 -3.94415 0.1034
H 0.00872 -1.13059 -7.50171 0.0959
H -2.10588 -1.37086 -3.25096 0.1028
H 6.93783 2.98075 4.29300 0.0970
C 8.04812 -1.43761 4.84439 -0.0517
C -1.70314 -2.27993 4.03486 -0.2297
H -2.20785 -1.75484 -11.08618 0.1068
C 3.12614 0.76604 1.77152 -0.0434
C -7.28373 0.45452 -0.13481 -0.1360
C 0.38301 4.91042 5.45773 -0.0836
C 7.91934 0.94578 1.76337 -0.0732
C -1.10642 8.54795 3.67683 0.0150
N 1.25056 2.31147 -7.34926 0.0575
H -0.18719 8.33664 7.35862 0.1220
H -6.50537 -4.14530 -6.04499 0.1068
C -1.88814 0.24930 4.52465 -0.0998
H 8.12530 -0.36485 4.69770 0.0943
H 3.62079 3.77602 0.18564 0.0960
O -0.38739 6.32147 2.13799 0.0899
O 1.06273 2.27464 0.37919 0.1065
C -2.08915 1.56855 4.08943 -0.0225
C -5.63023 -2.29730 -8.66978 -0.0146
C -2.31234 -6.61278 -5.78144 -0.0027
H 5.94523 0.94615 0.88886 0.0921
C -4.49046 -0.19970 -8.96781 -0.2625
H -5.33994 -2.03374 -4.83429 0.1096
C -3.54831 -3.75397 0.59153 -0.0190
C -6.54072 -0.16186 -2.17699 -0.1622
C 3.72572 -3.97423 -3.81919 -0.0712
C -1.17166 -2.84134 -7.54883 -0.0859
H 4.07581 -8.46817 0.24225 0.0962
C 8.16988 -4.13960 5.08152 -0.0740
C 1.52480 -6.36128 -0.60571 -0.1254
H -2.56950 2.91493 2.51888 0.1093
H -2.20693 2.30438 4.86308 0.1254
C -1.16458 -4.49279 -5.65599 -0.0737
C 0.91015 3.77431 6.10827 0.0274
H -9.42217 5.90360 0.05142 0.1137
O -1.25494 0.91035 6.79388 0.0496
H 1.71453 6.32887 -2.62192 0.0999
C -3.34943 5.05634 0.47298 -0.0128
C -6.11782 -3.27586 -6.56683 -0.0252
H 8.29914 0.55807 8.25595 0.1079
C -5.87681 -4.68364 -2.22006 -0.2377
C 8.79998 1.87294 6.66620 -0.1696
C 6.85121 -6.84237 1.99481 0.0066
H 4.30911 5.05868 4.74346 0.1154
C 3.15094 -3.06275 -3.01021 -0.1841
C -1.19619 9.61381 5.86167 -0.0524
C -8.32913 -2.74591 -0.03655 -0.0160
O -1.57510 -3.15944 3.23049 0.1176
C 2.33961 6.82703 0.67712 -0.0868
C -9.15377 7.92636 0.89563 -0.0403
O -6.02302 -2.87671 1.54780 0.0856
C 7.43538 -2.18987 3.85728 -0.0159
C -1.92111 -0.42345 2.26139 -0.0012
C -1.56654 -1.62009 7.84164 0.0236
C 3.13855 4.68827 -0.08162 -0.0097
C 1.03778 -1.89008 0.15329 -0.2820
C 0.60269 3.88779 3.30476 -0.0196
H 3.55759 -6.02597 -0.03831 0.0835
H 2.88709 -3.03694 1.60969 0.1167
C 3.92786 6.05927 4.59050 -0.0021
C 6.21105 1.82146 5.88103 -0.0472
C 0.23643 0.36361 -0.77231 -0.0802
C -2.01955 -3.70688 -8.27316 -0.0625
C 7.92646 1.13670 7.41584 -0.1093
C -5.47652 -2.17273 -5.90377 0.0252
C 7.41879 -3.57090 3.96916 -0.0393
H 1.29696 1.91104 3.26990 0.0914
C 0.31220 1.48001 -6.91564 -0.1736
O -5.86825 -5.32862 -3.27963 0.0663
H 9.85742 1.87905 6.91116 0.1086
C -2.28380 1.91522 2.81342 -0.0428
C 0.14608 6.10193 6.28650 -0.2944
H -3.43211 -5.70733 -2.65297 0.0991
C -3.77801 3.07221 -0.75871 -0.0418
H -10.19338 -3.16011 -2.83702 0.1051
H -1.42532 10.42170 6.53648 0.1085
C 7.35357 -5.99280 2.98897 -0.0722
H 3.36907 1.81362 1.70066 0.0983
C 3.65524 5.27166 2.23550 -0.2281
C -3.45681 -5.19682 -1.69988 0.0142
O -4.30478 7.34619 1.90333 0.0968
O 6.14403 -4.06910 2.00838 0.0657
H -4.14750 -0.65699 0.20436 0.0929
H -0.48076 -6.49678 -2.96027 0.0733
C -1.59591 0.03133 5.94885 -0.2186
C 4.56242 -3.52237 -1.30132 -0.1422
H -0.53110 1.39681 -7.64171 0.1027
C -8.75087 6.64110 0.44641 -0.0085
H -6.71988 -0.29966 -3.23506 0.0976
O 9.10161 -6.09320 6.12304 0.0816
H 0.49707 3.91334 2.22956 0.1067
C -3.80826 1.01053 -8.29770 -0.0804
C 3.77888 -1.39805 2.65620 -0.0271
C -0.63764 7.41317 4.26059 -0.1291
H 6.97321 -1.71506 2.98428 0.1059
C -3.26519 2.30954 -6.39854 -0.0055
C 2.10071 -9.03073 -0.22782 -0.0621
H -6.06682 8.94913 1.93073 0.1219
H 6.66918 -8.91095 1.34892 0.1003
C 7.86156 -8.71583 3.10852 -0.0657
C 3.05514 8.11714 5.43101 -0.0737
H -3.66208 -3.18377 1.51365 0.1117
C -0.70238 -1.65719 -8.11091 -0.0350
C -6.12898 -3.32538 -7.92029 -0.0729
C -7.47292 6.20543 0.52845 -0.0890
O -4.17340 0.11711 -4.82729 0.0801
C 6.60786 1.06179 7.01672 -0.0597
N 8.30177 -1.34009 0.17317 0.0676
C -7.18727 -3.43327 -0.45886 -0.0826
H -0.76328 -2.73264 -1.64738 0.1120
C -0.86544 -6.17244 -3.91819 -0.0499
H 3.96655 6.67720 6.62448 0.1086
H 1.54386 1.73953 5.74081 0.1130
C 4.82257 -4.71324 -3.34008 -0.0443
C -4.69494 -3.91761 -0.14170 -0.0960
C 2.01848 6.13247 -1.61158 -0.0554
O -4.52514 -0.29717 -10.17263 0.0877